[1]
{
  "formula": "C21H27N3O6S",
  "method": "wB97M-V/def2-TZVPD",
  "homo_energy_ev": -8.169,
  "smiles": "CCn1cc(C(=O)N[C@@H](CCSC)C(=O)NCCOC)c(=O)c2cc3c(cc21)OCO3",
  "homo_lumo_gap_ev": 8.27,
  "de_lowest_kcal_mol": 7.3,
  "species": ["C", "C", "N", "C", "C", "C", "O", "N", "C", "C", "C", "S", "C", "C", "O", "N", "C", "C", "O", "C", "C", "O", "C", "C", "C", "C", "C", "C", "O", "C", "O", "H", "H", "H", "H", "H", "H", "H", "H", "H", "H", "H", "H", "H", "H", "H", "H", "H", "H", "H", "H", "H", "H", "H", "H", "H", "H", "H"],
  "positions_angstrom": [[0.484, 4.820, 0.447], [1.538, 3.749, 0.718], [1.429, 2.647, -0.220], [0.728, 1.563, 0.147], [0.502, 0.472, -0.639], [-0.285, -0.633, -0.023], [-0.672, -0.545, 1.143], [-0.513, -1.679, -0.828], [-1.117, -2.945, -0.457], [-0.485, -3.533, 0.816], [1.008, -3.774, 0.639], [1.862, -3.936, 2.241], [2.010, -2.176, 2.665], [-2.644, -2.868, -0.253], [-3.393, -3.636, -0.822], [-3.041, -1.911, 0.598], [-4.413, -1.804, 1.027], [-4.642, -2.554, 2.341], [-3.913, -1.908, 3.359], [-3.970, -2.581, 4.588], [1.031, 0.430, -1.984], [0.886, -0.515, -2.763], [1.781, 1.631, -2.371], [2.314, 1.655, -3.674], [3.005, 2.762, -4.065], [3.178, 3.848, -3.192], [2.672, 3.855, -1.922], [1.957, 2.718, -1.493], [3.893, 4.821, -3.817], [4.176, 4.329, -5.113], [3.615, 3.043, -5.254], [0.590, 5.226, -0.556], [0.586, 5.629, 1.165], [-0.512, 4.395, 0.541], [1.396, 3.346, 1.723], [2.544, 4.170, 0.669], [0.319, 1.557, 1.149], [-0.132, -1.589, -1.772], [-0.950, -3.630, -1.293], [-0.650, -2.838, 1.641], [-0.986, -4.471, 1.059], [1.485, -2.947, 0.111], [1.201, -4.699, 0.098], [2.729, -1.707, 1.997], [1.042, -1.691, 2.582], [2.365, -2.127, 3.688], [-2.343, -1.372, 1.106], [-4.661, -0.750, 1.165], [-5.043, -2.243, 0.250], [-5.716, -2.562, 2.586], [-4.305, -3.595, 2.230], [-5.002, -2.654, 4.956], [-3.556, -3.594, 4.508], [-3.375, -2.001, 5.290], [2.156, 0.803, -4.314], [2.830, 4.716, -1.299], [5.267, 4.276, -5.254], [3.745, 5.008, -5.865]],
  "forces_ev_per_a": [[0.2, -0.1, 0.1], [-0.2, 0.5, 0.2], [-0.1, -0.4, 0.2], [-0.1, -0.3, 0.0], [0.0, 0.1, 0.0], [0.1, 0.1, -0.2], [0.0, 0.1, 0.3], [0.0, 0.0, -0.3], [-0.3, -0.2, 0.4], [0.1, 0.1, -0.2], [0.1, 0.0, 0.6], [0.0, 0.0, -0.1], [-0.1, -0.4, -0.2], [0.6, 0.1, -0.3], [-0.3, -0.4, -0.1], [-0.1, 0.4, 0.4], [-0.1, -0.4, 0.3], [-0.1, 0.1, -0.3], [0.1, 0.2, -0.2], [0.0, -0.1, 0.1], [0.0, 0.2, 0.3], [0.1, 0.0, -0.2], [0.0, 0.2, 0.1], [0.3, 0.3, -0.3], [-0.1, 0.1, 0.5], [-0.2, -0.5, -0.1], [0.2, 0.2, -0.2], [0.1, -0.3, -0.7], [-0.2, -0.1, 0.5], [0.7, 0.6, -1.0], [-0.2, -0.4, 0.1], [0.0, 0.1, -0.1], [0.0, 0.1, 0.1], [-0.1, 0.0, 0.0], [0.1, 0.0, -0.1], [-0.1, -0.1, 0.1], [0.0, 0.0, 0.0], [0.0, 0.1, 0.2], [-0.1, 0.1, 0.1], [0.0, -0.1, 0.0], [0.0, 0.0, 0.0], [0.0, -0.1, -0.1], [0.0, 0.0, -0.1], [0.0, 0.1, 0.0], [0.0, 0.1, 0.0], [0.0, 0.1, 0.1], [0.0, -0.1, -0.2], [-0.1, 0.0, 0.0], [0.0, 0.1, 0.1], [0.1, 0.0, 0.0], [0.0, 0.1, 0.0], [0.0, 0.0, 0.0], [0.0, 0.0, 0.0], [0.0, -0.1, 0.1], [0.0, -0.1, -0.1], [0.0, 0.1, 0.1], [-0.3, 0.0, 0.1], [0.0, -0.2, 0.2]],
  "mulliken_charge": [-1.028, -1.015, 0.225, 0.045, -0.656, 0.434, -0.946, -0.112, -0.062, -0.725, -0.615, -0.124, -0.682, 0.023, -0.706, 0.104, -1.009, -0.481, -0.279, -0.781, 1.762, -0.913, 0.184, -1.322, 0.864, 0.541, -1.320, 0.464, -0.509, -0.283, -0.494, 0.346, 0.383, 0.311, 0.430, 0.421, 0.468, 0.293, 0.585, 0.212, 0.615, 0.182, 0.374, 0.227, 0.117, 0.411, 0.152, 0.353, 0.458, 0.473, 0.342, 0.301, 0.325, 0.234, 0.530, 0.365, 0.253, 0.256]
}

[2]
{
  "formula": "C21H27N4O5S",
  "method": "wB97M-V/def2-TZVPD",
  "homo_energy_ev": -4.505,
  "charge": -1,
  "homo_lumo_gap_ev": 6.56,
  "species": ["O", "O", "O", "O", "O", "N", "S", "C", "C", "C", "C", "C", "C", "C", "C", "C", "C", "C", "N", "N", "N", "C", "C", "C", "C", "C", "C", "C", "C", "C", "C", "H", "H", "H", "H", "H", "H", "H", "H", "H", "H", "H", "H", "H", "H", "H", "H", "H", "H", "H", "H", "H", "H", "H", "H", "H", "H", "H"],
  "positions_angstrom": [[3.429, 3.913, 6.312], [-0.415, -7.423, -2.252], [0.559, -3.432, -4.947], [-1.896, -2.042, -3.024], [2.494, -2.594, -4.288], [-0.999, 2.243, 2.100], [-0.439, 3.650, -0.036], [2.886, 3.291, 5.408], [-0.223, -6.327, -2.758], [1.355, -3.055, -4.060], [-1.612, -3.238, -3.071], [-0.328, 3.298, 1.692], [-2.961, -0.082, -0.043], [-2.763, 0.539, -1.284], [-2.393, 0.468, 1.116], [-2.003, 1.711, -1.371], [-1.631, 1.634, 1.025], [-1.444, 2.246, -0.208], [-2.388, -4.113, -3.721], [2.303, 3.974, 4.337], [-0.381, -5.247, -1.994], [2.868, 1.772, 5.523], [0.181, -6.261, -4.210], [-3.539, -3.742, -4.537], [2.299, 5.444, 4.325], [1.633, 3.256, 3.240], [2.226, 5.974, 2.893], [0.999, 5.448, 2.131], [0.475, 4.103, 2.691], [0.952, -3.165, -2.581], [-0.425, -3.784, -2.247], [-3.536, -1.002, 0.010], [-3.172, 0.092, -2.187], [-2.525, -0.008, 2.082], [-1.829, 2.181, -2.334], [-2.073, -5.069, -3.735], [-0.580, -5.506, -1.043], [3.425, 1.454, 6.408], [3.332, 1.323, 4.642], [1.841, 1.413, 5.613], [0.193, -7.265, -4.627], [1.179, -5.834, -4.282], [-0.511, -5.649, -4.779], [-4.213, -3.112, -3.955], [-3.189, -3.176, -5.403], [-4.066, -4.635, -4.873], [1.446, 5.813, 4.905], [3.211, 5.842, 4.784], [2.351, 3.038, 2.443], [1.223, 2.302, 3.587], [2.210, 7.069, 2.902], [3.133, 5.663, 2.365], [1.293, 5.354, 1.082], [0.190, 6.184, 2.182], [-0.195, 4.318, 3.530], [1.724, -3.720, -2.044], [0.953, -2.152, -2.174], [-0.635, -3.377, -1.260]],
  "forces_ev_per_a": [[-0.1, 0.2, -0.3], [0.0, -0.8, 0.5], [-1.0, -0.2, 0.5], [0.3, -0.4, 0.1], [0.1, 0.1, 0.8], [0.9, 1.3, -0.7], [0.1, -0.2, 0.7], [0.1, 0.9, 0.3], [0.2, -1.3, -1.0], [0.8, 0.2, -1.3], [0.1, 0.7, 0.0], [-0.8, -1.1, 0.6], [0.5, 0.6, 0.6], [0.4, 0.5, 0.0], [-0.5, -0.5, -0.7], [-0.3, -0.4, -0.1], [-0.1, -0.3, 0.4], [-0.1, -0.1, -0.7], [-0.4, -1.1, -0.1], [0.3, -1.2, 0.6], [-0.4, 1.9, 0.2], [-0.2, 0.1, -0.7], [0.0, 0.2, 0.2], [0.7, 0.3, 0.2], [0.2, 0.1, -0.2], [0.0, 0.1, 0.1], [-0.1, -0.4, 0.1], [-0.1, 0.0, 0.1], [0.3, 0.4, -0.4], [-0.5, 0.1, -0.2], [0.5, -0.2, 0.2], [0.1, 0.1, 0.0], [0.2, 0.1, 0.2], [0.0, 0.1, -0.1], [0.0, -0.1, 0.1], [-0.2, 0.2, -0.1], [-0.2, -0.1, 0.1], [-0.1, 0.4, -0.2], [-0.2, -0.1, 0.0], [0.0, -0.1, -0.1], [-0.1, -0.1, 0.3], [-0.1, 0.3, -0.2], [0.4, 0.3, -0.2], [0.0, 0.0, -0.1], [-0.2, 0.0, 0.0], [0.1, 0.0, 0.1], [0.0, 0.0, 0.1], [-0.2, -0.4, 0.1], [-0.1, 0.0, -0.1], [0.1, 0.2, 0.0], [0.1, -0.2, 0.1], [0.0, 0.1, 0.1], [-0.2, -0.1, 0.0], [0.0, -0.1, -0.1], [0.0, -0.1, 0.0], [-0.1, 0.0, 0.0], [0.1, 0.0, -0.1], [-0.2, -0.1, 0.1]],
  "mulliken_charge": [-0.657, -0.723, -0.636, -0.652, -0.810, -0.561, -0.327, 0.796, 0.689, 0.471, 0.063, -0.177, -0.454, -0.405, -0.537, -0.622, -0.155, 0.863, -0.044, 0.218, -0.145, -1.199, -1.027, -1.030, -0.737, -1.201, -0.929, -0.631, 1.119, -0.940, 0.584, 0.381, 0.313, 0.432, 0.367, 0.194, 0.211, 0.306, 0.329, 0.324, 0.286, 0.286, 0.369, 0.273, 0.293, 0.372, 0.289, 0.450, 0.128, 0.625, 0.419, 0.305, 0.312, 0.350, 0.252, 0.328, 0.349, 0.253]
}

[3]
{
  "formula": "C21H27N5",
  "method": "wB97M-V/def2-TZVPD",
  "homo_energy_ev": -7.294,
  "smiles": "Cc1nn2c(NCCN(C)C)c3c(nc2c1-c1ccccc1)CCCC3",
  "homo_lumo_gap_ev": 8.05,
  "de_lowest_kcal_mol": 0.0,
  "species": ["C", "C", "N", "N", "C", "N", "C", "C", "N", "C", "C", "C", "C", "N", "C", "C", "C", "C", "C", "C", "C", "C", "C", "C", "C", "C", "H", "H", "H", "H", "H", "H", "H", "H", "H", "H", "H", "H", "H", "H", "H", "H", "H", "H", "H", "H", "H", "H", "H", "H", "H", "H", "H"],
  "positions_angstrom": [[1.037, 3.412, 1.138], [0.930, 2.062, 0.522], [0.213, 1.130, 1.147], [0.317, 0.028, 0.405], [-0.284, -1.163, 0.671], [-0.971, -1.232, 1.855], [-2.362, -1.635, 1.932], [-3.263, -0.406, 1.730], [-2.960, 0.581, 2.754], [-2.933, 1.941, 2.259], [-3.805, 0.441, 3.919], [-0.038, -2.199, -0.220], [0.785, -1.931, -1.338], [1.331, -0.759, -1.575], [1.116, 0.225, -0.710], [1.522, 1.566, -0.657], [2.393, 2.229, -1.615], [2.348, 3.606, -1.828], [3.199, 4.204, -2.739], [4.105, 3.443, -3.457], [4.144, 2.071, -3.267], [3.298, 1.469, -2.357], [1.148, -3.004, -2.324], [0.307, -4.266, -2.183], [0.211, -4.643, -0.710], [-0.594, -3.576, 0.024], [2.050, 3.796, 1.039], [0.351, 4.111, 0.659], [0.771, 3.341, 2.190], [-0.859, -0.357, 2.370], [-2.586, -2.389, 1.181], [-2.530, -2.060, 2.924], [-3.046, 0.019, 0.746], [-4.321, -0.709, 1.742], [-2.664, 2.605, 3.078], [-2.165, 2.023, 1.491], [-3.900, 2.270, 1.847], [-3.755, -0.583, 4.283], [-3.443, 1.104, 4.703], [-4.859, 0.688, 3.711], [1.630, 4.212, -1.299], [3.151, 5.274, -2.892], [4.770, 3.915, -4.166], [4.841, 1.469, -3.832], [3.321, 0.400, -2.214], [2.203, -3.247, -2.162], [1.073, -2.587, -3.330], [-0.696, -4.093, -2.578], [0.760, -5.074, -2.759], [1.213, -4.711, -0.284], [-0.276, -5.613, -0.591], [-1.629, -3.625, -0.332], [-0.599, -3.771, 1.099]],
  "forces_ev_per_a": [[-0.1, -0.1, 0.0], [0.1, -0.4, -0.2], [-0.4, 0.4, 0.8], [0.5, 0.0, -0.7], [0.0, -0.4, 0.0], [0.4, 0.4, 0.0], [-0.4, 0.1, -0.2], [0.2, -0.3, 0.1], [0.0, 0.0, -0.1], [0.0, 0.0, -0.1], [0.0, 0.0, 0.0], [-0.2, 0.2, 0.1], [0.0, 0.3, 0.1], [0.3, -0.2, -0.5], [-0.3, 0.3, 0.4], [-0.3, -0.3, 0.2], [0.1, 0.1, -0.2], [0.0, -0.1, 0.0], [0.1, 0.1, 0.0], [0.1, 0.1, -0.1], [0.1, 0.0, -0.1], [0.0, 0.0, 0.0], [-0.1, -0.2, -0.1], [0.3, -0.1, 0.1], [-0.3, 0.0, -0.1], [0.1, -0.1, 0.0], [0.0, 0.1, 0.0], [0.0, 0.1, 0.0], [0.0, 0.0, 0.0], [0.0, -0.1, 0.0], [0.0, -0.1, 0.1], [-0.1, -0.1, -0.1], [0.0, 0.0, 0.0], [0.0, 0.1, 0.0], [0.0, 0.1, 0.0], [0.0, 0.1, 0.0], [0.0, 0.0, 0.0], [-0.1, 0.0, 0.1], [0.0, 0.0, 0.1], [0.0, 0.0, 0.0], [-0.1, 0.1, 0.1], [0.0, 0.1, 0.0], [0.0, 0.0, 0.0], [0.0, 0.0, 0.0], [0.0, 0.0, 0.0], [0.0, 0.0, 0.0], [0.1, 0.0, 0.1], [-0.1, 0.0, 0.0], [-0.1, 0.0, -0.1], [0.1, -0.1, 0.0], [0.1, 0.0, 0.0], [0.0, -0.1, 0.1], [-0.1, 0.0, 0.0]],
  "mulliken_charge": [-1.811, 0.885, -1.641, 0.768, -0.463, -0.256, -0.718, -0.979, 0.303, -1.084, -1.122, 1.562, 0.945, -0.661, 0.393, -0.460, 0.599, -0.398, -0.665, -0.400, -0.673, -0.447, -0.566, -0.756, -1.054, -1.222, 0.491, 0.296, 0.411, 0.533, 0.315, 0.337, 0.408, 0.448, 0.321, 0.271, 0.356, 0.290, 0.340, 0.357, 0.350, 0.369, 0.381, 0.373, 0.413, 0.271, 0.369, 0.334, 0.357, 0.379, 0.369, 0.300, 0.482]
}

[4]
{
  "formula": "C21H27NO3S",
  "method": "wB97M-V/def2-TZVPD",
  "homo_energy_ev": -8.485,
  "smiles": "CCOC(=O)C1(CCOc2ccccc2)CCN(Cc2cccs2)CC1",
  "homo_lumo_gap_ev": 9.13,
  "de_lowest_kcal_mol": 1.6,
  "species": ["C", "C", "O", "C", "O", "C", "C", "C", "O", "C", "C", "C", "C", "C", "C", "C", "C", "N", "C", "C", "C", "C", "C", "S", "C", "C", "H", "H", "H", "H", "H", "H", "H", "H", "H", "H", "H", "H", "H", "H", "H", "H", "H", "H", "H", "H", "H", "H", "H", "H", "H", "H", "H"],
  "positions_angstrom": [[2.816, -1.479, 2.850], [1.481, -0.751, 2.916], [0.866, -0.679, 1.629], [1.254, 0.313, 0.823], [2.065, 1.146, 1.134], [0.594, 0.208, -0.553], [1.425, -0.879, -1.265], [1.083, -1.107, -2.742], [1.777, -2.220, -3.262], [1.361, -3.483, -2.954], [2.168, -4.510, -3.447], [1.840, -5.830, -3.217], [0.704, -6.152, -2.491], [-0.097, -5.138, -2.003], [0.221, -3.808, -2.227], [-0.882, -0.179, -0.417], [-1.648, 0.928, 0.302], [-1.551, 2.155, -0.464], [-2.476, 3.187, -0.021], [-2.255, 3.667, 1.381], [-1.397, 4.629, 1.817], [-1.386, 4.775, 3.223], [-2.233, 3.916, 3.842], [-3.063, 2.911, 2.719], [-0.174, 2.606, -0.539], [0.677, 1.563, -1.262], [3.513, -0.918, 2.233], [3.229, -1.575, 3.850], [2.683, -2.470, 2.423], [1.623, 0.265, 3.299], [0.767, -1.290, 3.543], [2.484, -0.612, -1.206], [1.293, -1.821, -0.727], [1.430, -0.267, -3.348], [0.004, -1.223, -2.892], [3.047, -4.241, -4.011], [2.475, -6.613, -3.606], [0.448, -7.184, -2.309], [-0.986, -5.376, -1.437], [-0.429, -3.043, -1.831], [-0.980, -1.113, 0.138], [-1.316, -0.303, -1.409], [-2.703, 0.655, 0.383], [-1.245, 1.043, 1.323], [-2.376, 4.032, -0.709], [-3.487, 2.781, -0.116], [-0.796, 5.227, 1.155], [-0.773, 5.488, 3.745], [-2.428, 3.803, 4.889], [-0.152, 3.542, -1.103], [0.254, 2.796, 0.459], [1.712, 1.903, -1.289], [0.306, 1.457, -2.281]],
  "forces_ev_per_a": [[-0.3, 0.2, -0.2], [0.4, 0.1, 0.4], [-0.2, -0.2, -0.1], [-0.1, 0.2, -0.2], [0.1, 0.0, 0.1], [0.1, -0.1, -0.1], [-0.1, -0.1, -0.3], [-0.1, 0.3, 0.3], [0.2, -0.3, -0.1], [0.1, -0.2, -0.1], [0.0, 0.2, 0.0], [0.0, 0.0, 0.0], [-0.1, -0.1, 0.1], [0.0, -0.2, 0.0], [0.0, 0.4, 0.0], [0.0, 0.1, 0.2], [0.0, -0.3, -0.2], [-0.1, 0.0, -0.1], [0.0, -0.1, -0.1], [-0.2, -0.1, 0.3], [-0.2, -0.1, -0.1], [0.0, 0.0, 0.2], [-0.2, -0.3, -0.1], [0.4, 0.5, -0.1], [0.1, 0.0, -0.2], [0.0, 0.1, 0.3], [0.1, 0.0, 0.0], [0.1, 0.0, 0.1], [0.0, -0.1, 0.0], [-0.1, -0.2, 0.0], [0.1, 0.1, -0.1], [0.0, 0.0, 0.0], [0.0, 0.0, 0.0], [-0.1, -0.1, 0.1], [0.1, 0.0, -0.1], [0.1, 0.0, -0.1], [0.1, -0.1, 0.0], [0.0, -0.1, 0.0], [-0.1, 0.0, 0.0], [0.0, 0.1, 0.0], [0.0, 0.0, -0.1], [0.0, -0.1, 0.0], [0.0, 0.0, 0.1], [-0.1, 0.0, 0.0], [-0.1, 0.0, 0.1], [0.0, 0.1, -0.1], [0.1, 0.1, -0.2], [0.1, 0.1, 0.1], [0.0, 0.0, 0.2], [0.0, 0.0, 0.1], [0.0, 0.1, -0.1], [0.0, 0.0, -0.1], [0.0, 0.0, -0.1]],
  "mulliken_charge": [-1.163, -0.303, -0.248, -0.433, -0.610, 2.707, -1.806, -0.767, -0.396, 0.650, -0.613, -0.386, -0.505, -0.791, -0.113, -1.190, -0.666, 0.073, -1.473, 0.746, -0.519, -0.487, -0.543, -0.120, -0.654, -1.220, 0.298, 0.416, 0.297, 0.339, 0.352, 0.409, 0.524, 0.286, 0.412, 0.413, 0.367, 0.385, 0.372, 0.395, 0.367, 0.460, 0.518, 0.314, 0.497, 0.483, 0.432, 0.402, 0.463, 0.530, 0.305, 0.292, 0.503]
}